(1)
Computed, not measured: a 12-piece molecular cluster, C35H84BF10N9O13 overall in a non-equilibrium geometry, with the ωB97M-V functional and the def2-TZVPD basis.

Structure (XYZ):
```
152
Properties=species:S:1:pos:R:3:mulliken_charge:R:1
F 3.922 5.791 -0.263 -0.36
F 2.482 -3.352 8.260 -0.27
F 0.982 -1.875 8.025 -0.29
F -2.221 -0.955 0.069 -0.26
F -0.938 -2.649 -0.592 -0.28
F 3.602 7.992 -0.598 -0.38
F -0.301 -1.503 1.054 -0.28
F 5.079 7.334 0.907 -0.42
F 0.385 -3.993 8.289 -0.25
F 5.582 6.880 -1.108 -0.41
O -6.695 -2.303 -3.579 -0.43
O 0.674 -4.514 5.583 -0.90
O 10.178 6.461 3.389 -0.43
O 5.220 -6.792 2.667 -0.41
O -3.675 4.006 2.191 -0.45
O -7.015 -2.453 2.767 -0.45
O -0.725 -0.387 -2.450 -0.94
O -3.164 7.590 -2.348 -0.37
O 3.950 -2.360 -6.293 -0.41
O 3.425 3.057 -7.225 -0.49
O 2.509 -3.122 5.468 -0.23
O -5.739 -7.041 5.659 -0.43
O 1.217 -0.344 -1.207 -0.16
N -8.710 -1.510 4.158 -0.18
N -5.177 -0.679 -4.366 -0.17
N -2.600 7.449 -4.707 -0.13
N 8.486 5.714 1.880 -0.08
N 3.649 5.202 -8.331 -0.24
N -2.817 3.331 4.294 -0.03
N 1.660 -1.644 -5.873 -0.06
N -3.858 -6.434 4.281 -0.10
N 3.111 -7.522 3.650 -0.14
C -5.397 3.656 3.865 -1.12
C 2.978 -2.323 -5.556 0.53
C -4.556 -7.289 5.352 0.60
C -5.407 -0.050 -5.763 -0.75
C 3.387 0.308 -0.836 -1.28
C 1.287 -3.151 7.679 0.87
C -9.526 -2.829 4.516 -0.84
C -5.648 -2.137 -4.205 0.47
C -2.631 6.968 -3.233 0.47
C -4.647 -3.254 -4.420 -0.83
C 1.268 -3.321 6.119 -0.08
C 2.893 -3.191 -4.309 -0.96
C -1.876 2.237 3.790 -0.97
C 9.190 4.565 0.969 -0.71
C 4.431 4.953 -5.986 -1.05
C 0.765 -2.448 -6.819 -0.73
C -0.947 -1.360 -0.169 0.82
C 9.353 6.755 2.516 0.59
C 3.994 -6.780 2.609 0.50
C 3.215 -5.929 1.587 -0.91
C 3.824 4.231 -7.142 0.65
C 9.032 8.161 2.128 -1.06
C -1.747 5.698 -2.933 -1.04
C -8.032 -1.757 2.837 0.51
C -3.783 -8.519 5.845 -1.11
C -3.707 -7.231 2.987 -0.81
C 4.535 4.862 -9.604 -0.75
C 3.290 -1.934 5.624 -0.13
C -3.967 3.679 3.366 0.62
C 1.972 0.559 -0.463 -0.20
C -8.602 -1.002 1.566 -0.96
C 4.348 -1.740 4.588 -1.12
C -3.881 7.022 -5.428 -0.75
C -0.215 -0.351 -1.147 -0.12
C 2.699 -8.895 3.107 -0.83
B 4.495 6.995 -0.304 0.59
H 3.897 0.943 -0.112 0.41
H 1.713 1.603 -0.636 0.36
H 1.939 -9.258 3.799 0.37
H -5.299 1.022 -5.598 0.34
H 3.661 6.194 -8.142 0.40
H 9.443 5.008 0.006 0.31
H 10.067 4.320 1.569 0.39
H 8.736 8.428 1.114 0.37
H -2.279 4.178 4.404 0.38
H -2.945 -6.162 4.615 0.37
H -3.215 2.968 5.148 0.37
H 4.320 5.562 -10.411 0.37
H -3.118 -8.116 3.228 0.36
H -3.843 -9.463 5.303 0.36
H 0.581 -2.557 5.756 0.11
H -3.161 -6.676 2.224 0.34
H -5.432 4.508 4.544 0.38
H -8.798 -3.608 4.741 0.37
H -4.213 -8.773 6.814 0.33
H 7.727 6.204 1.428 0.22
H 3.918 -1.936 6.514 0.26
H 1.998 -3.189 -3.688 0.34
H -8.160 -1.291 4.976 0.37
H -1.546 2.525 2.792 0.42
H 2.693 5.126 -8.649 0.36
H 8.195 8.441 2.767 0.35
H -7.799 -0.572 0.968 0.32
H 2.134 -6.041 1.680 0.30
H 1.192 -1.596 -4.979 0.20
H -0.226 -2.002 -6.900 0.31
H 4.579 4.270 -5.150 0.33
H 1.744 0.241 0.555 0.29
H -0.710 5.980 -2.753 0.37
H -4.356 -3.583 -3.422 0.30
H -2.556 8.456 -4.654 0.38
H 1.632 -0.674 -6.156 0.38
H -10.258 -2.995 3.726 0.38
H -9.075 -1.695 0.871 0.31
H 3.721 5.693 -5.616 0.36
H -9.325 -0.712 4.089 0.40
H 5.547 5.037 -9.241 0.35
H 0.685 -3.403 -6.299 0.33
H 3.420 -4.863 1.686 0.33
H -2.012 5.268 -1.967 0.31
H 4.698 -2.744 4.347 0.25
H 2.115 -8.750 2.197 0.36
H -5.157 -4.088 -4.902 0.37
H 2.735 -4.166 -4.771 0.36
H -6.211 3.796 3.154 0.34
H -4.675 -7.503 2.566 0.36
H 3.976 -1.254 3.686 0.18
H 8.622 3.638 1.053 0.32
H -4.408 -5.598 4.142 0.30
H 1.328 -2.451 -7.752 0.37
H -4.656 -0.471 -6.432 0.31
H 3.528 -9.569 2.895 0.36
H -4.597 7.838 -5.329 0.34
H -3.872 -3.009 -5.146 0.30
H -3.624 7.016 -6.488 0.39
H -10.053 -2.547 5.428 0.38
H -2.373 1.272 3.886 0.33
H 5.408 5.328 -6.291 0.36
H -0.433 0.659 -0.802 0.10
H 3.652 -0.725 -0.607 0.29
H -2.712 -8.379 5.995 0.40
H -9.265 -0.159 1.762 0.38
H -5.695 -0.084 -3.735 0.39
H 5.213 -1.135 4.861 0.37
H -4.223 -0.593 -4.046 0.32
H 3.637 -7.673 4.499 0.37
H -0.887 2.144 4.240 0.39
H 9.771 8.882 2.477 0.35
H -4.281 6.073 -5.072 0.28
H -1.768 7.132 -5.185 0.38
H -1.852 4.826 -3.578 0.37
H -6.436 -0.301 -6.022 0.38
H -5.723 2.816 4.479 0.35
H 3.507 -6.273 0.595 0.33
H 3.825 -3.238 -3.746 0.34
H 3.630 0.762 -1.796 0.28
H 4.160 3.902 -9.958 0.34
H 2.323 -6.925 3.858 0.34
H 8.009 5.230 2.627 0.38
H 2.683 -1.029 5.585 0.26
```

Output
Total charge: +6
LUMO level in eV: -11.0

---

(2)
Computed, not measured: a 7-piece molecular cluster, C35H84NO7 overall in a non-equilibrium geometry, with the ωB97M-V functional and the def2-TZVPD basis.

Structure (XYZ):
```
127
Properties=species:S:1:pos:R:3:mulliken_charge:R:1
O 1.492 -1.825 5.979 -0.32
O -1.407 0.332 3.750 -0.47
O 2.891 -5.586 -3.083 -0.39
O 6.653 2.389 -5.915 -0.46
O -1.260 1.982 -6.574 -0.49
O -4.203 2.875 -1.156 -0.41
O -5.687 0.956 8.636 -0.42
N 1.895 1.390 -3.080 0.71
C 1.959 3.937 -3.431 -0.83
C 5.504 1.551 -5.818 0.13
C 3.918 -7.821 -3.202 -1.01
C -5.125 2.792 -2.240 -0.30
C 1.701 1.744 -4.569 -0.17
C 7.529 2.141 -7.012 -0.30
C 2.787 -6.899 -3.627 -0.33
C -1.077 -1.053 3.685 0.05
C -7.792 1.818 7.690 -1.14
C -6.308 3.736 -2.102 -1.07
C 4.230 -4.625 -4.915 -1.03
C 1.410 -1.191 -2.934 0.08
C 0.282 3.921 -5.731 -0.62
C 6.861 2.306 -8.368 -0.99
C 2.184 0.384 6.822 -1.18
C 5.841 0.076 -5.679 -1.07
C 4.066 -4.851 -3.421 -0.35
C 2.488 2.654 -2.498 -0.30
C -2.101 -1.885 2.929 -1.21
C -6.609 0.873 7.553 -0.14
C -6.201 0.652 9.931 -0.33
C 2.702 -2.509 6.298 -0.39
C 0.503 -1.556 -1.619 -0.84
C -6.757 -0.757 10.044 -1.04
C 1.145 -0.726 6.817 0.36
C -5.273 1.161 0.252 -0.93
C -2.637 0.662 4.392 -0.21
C -1.292 0.449 -1.315 -0.51
C -0.128 2.877 -6.961 -0.42
C -2.701 0.213 5.842 -0.57
C 0.849 3.171 -4.388 0.35
C 2.705 -3.110 7.694 -1.03
C -4.717 2.570 0.139 -0.32
C 0.069 -0.276 -0.692 0.26
C 2.474 0.038 -2.728 -0.46
H 4.327 -5.565 -5.461 0.34
H 0.717 -0.977 -3.861 0.30
H 0.908 1.423 -2.739 -0.45
H 2.063 -2.164 -3.165 -0.19
H 6.472 -0.090 -4.799 0.32
H -6.906 3.515 -1.216 0.27
H 3.382 -0.164 -3.469 0.11
H 4.954 1.873 -4.926 -0.08
H 3.560 -1.845 6.151 0.32
H 3.961 -7.896 -2.110 0.29
H -5.459 1.759 -2.374 0.31
H 2.609 -2.347 8.469 0.27
H -0.512 -2.029 -2.033 0.27
H 2.743 4.393 -4.199 0.30
H 3.638 -3.654 7.871 0.39
H -8.390 1.596 8.577 0.28
H 2.809 -3.317 5.565 0.30
H -6.942 -0.160 7.418 0.30
H -0.134 3.087 -3.722 0.14
H 7.585 2.139 -9.173 0.39
H 3.768 -8.823 -3.616 0.39
H 7.986 1.152 -6.915 0.28
H 6.445 3.316 -8.471 0.28
H -3.647 0.524 6.295 0.02
H 1.851 1.216 7.452 0.39
H 1.867 -3.805 7.813 0.29
H 3.647 2.808 -2.468 0.32
H 2.948 0.062 -1.636 0.38
H -5.618 0.969 1.273 0.39
H -1.782 -2.931 2.880 0.43
H -6.964 3.657 -2.976 0.39
H -5.366 0.759 10.634 0.32
H -6.117 0.999 -0.423 0.32
H -3.480 0.266 3.818 0.21
H 3.146 0.040 7.205 0.31
H -4.569 3.056 -3.145 0.32
H 0.966 4.769 -6.157 0.31
H 4.950 -5.335 -2.996 0.35
H -4.504 0.425 -0.002 0.14
H -3.882 2.678 0.841 0.28
H -2.225 -1.505 1.908 0.19
H 8.344 2.867 -6.933 0.36
H 0.822 2.298 -7.324 0.24
H -8.448 1.738 6.817 0.38
H 3.357 -4.099 -5.321 0.25
H 3.980 -3.878 -2.926 0.27
H 0.937 -1.075 7.832 0.30
H 6.040 1.600 -8.507 0.24
H -2.254 0.115 -0.698 -0.11
H 4.837 1.726 -6.669 0.23
H -7.446 2.855 7.779 0.32
H -7.600 -0.920 9.369 0.26
H 2.351 0.757 5.804 0.30
H -2.624 -0.873 5.938 0.27
H -6.947 1.397 10.225 0.32
H -0.856 1.215 -6.063 0.31
H -0.749 4.432 -5.415 0.28
H -5.962 4.773 -2.013 0.29
H -0.117 -1.123 3.165 0.35
H -3.082 -1.858 3.408 0.35
H 4.890 -7.459 -3.544 0.26
H 6.385 -0.303 -6.547 0.40
H -5.987 -1.494 9.790 0.28
H 5.125 -4.028 -5.115 0.36
H 1.839 -7.315 -3.265 0.31
H 0.969 -2.405 -0.929 0.33
H -0.566 3.574 -7.825 0.34
H 0.203 -0.322 6.431 -0.31
H -6.053 1.137 6.647 0.20
H -0.912 -1.450 4.691 0.09
H 1.857 2.790 -1.510 0.33
H -1.876 0.651 6.415 0.17
H -1.135 1.613 -1.328 0.20
H 4.927 -0.515 -5.571 0.34
H 2.705 -6.851 -4.718 0.30
H 2.772 1.954 -5.052 -0.23
H 1.136 0.844 -5.057 0.30
H -0.278 -0.720 0.360 -0.18
H -1.403 0.039 -2.423 0.22
H -2.726 1.754 4.357 0.35
H 1.512 4.861 -2.841 0.35
H 0.930 0.479 -0.448 0.24
H -7.102 -0.949 11.065 0.40
H -5.464 3.315 0.433 0.35
```

Output
Total charge: +1
Relative energy (zero: lowest compared OMol25 entry of this formula, charge and spin) in kcal per mole: 160.2
LUMO level in eV: -2.2

---

Number 1: energy -105469.927 eV. Number 2: energy -53465.700 eV.